1.
24
Properties=species:S:1:pos:R:3:forces:R:3:mulliken_charge:R:1 method="wB97M-V/def2-TZVPD" energy_ha=-533.0546 homo_lumo_gap_ev="11.3293 / 5.1630" s_squared=0.75 relative_energy_ev=0.547 total_charge=+1 spin_multiplicity=2 homo_energy_ha="-0.542 / -0.542"
O 2.6541 1.6756 0.2531 -0.5896 0.1755 0.0824 -0.64
O -1.2780 -0.7904 -2.8887 -0.2884 0.4972 1.0372 -0.67
O -2.7482 0.3991 -0.8155 0.3501 0.4221 -0.5152 -0.62
O 0.1251 -2.0450 -0.5742 0.4465 0.8894 0.2625 -0.72
O 2.9829 -1.4539 0.5271 -0.5050 0.4183 -0.0959 -0.66
N -0.0889 1.3618 0.3831 -1.6822 0.7543 0.1680 -0.51
N -1.3200 -0.4840 1.3421 3.4274 -2.0514 0.8731 -0.26
C -0.2989 0.5745 1.5311 -1.8485 0.8275 0.6814 -0.37
H -0.5737 1.1043 2.4599 0.5348 0.3806 -0.6408 0.44
H -0.7431 -1.1649 0.7411 -1.5426 -0.3131 -1.6267 0.27
H 3.7985 -1.3129 0.0296 -0.0117 -0.2370 -0.0187 0.34
H -2.4711 0.0241 0.0304 -0.8712 -0.1243 -0.0750 0.40
H -0.8427 2.0706 0.3766 0.8829 0.1650 0.1186 0.33
H -1.5166 -1.0430 2.1824 -0.6269 0.4874 0.1689 0.36
H 0.1098 -1.7332 -1.5035 -0.6750 -0.1586 0.1953 0.35
H -0.3106 0.8711 -0.4782 0.5425 -0.5338 -0.1092 0.22
H -1.9276 -0.3953 -2.2445 0.7357 -0.4702 -0.9063 0.37
H -0.8180 -0.0355 -3.2746 -0.1476 -0.0678 -0.1855 0.33
H 2.7147 -0.5416 0.7154 0.3622 0.0813 0.0059 0.31
H -3.7010 0.5442 -0.8748 0.0617 -0.1722 0.4408 0.31
H 2.9433 2.5737 0.4552 0.3480 -0.1692 0.0023 0.33
H 1.6826 1.7809 0.1770 0.5966 -0.0793 -0.0073 0.40
H 0.5691 -0.0714 1.7784 0.2273 -0.2615 0.0499 0.31
H 1.0581 -1.9088 -0.3282 0.2729 -0.4603 0.0943 0.38

2.
21
Properties=species:S:1:pos:R:3:forces:R:3:mulliken_charge:R:1 method="wB97M-V/def2-TZVPD" energy_ha=-743.0177 homo_lumo_gap_ev=4.9237 relative_energy_ev=4.393 total_charge=-1 homo_energy_ha=-0.106
S -2.3371 -0.3624 -2.2115 -0.1096 -0.0926 0.2011 -0.67
O -1.5936 -2.7778 -4.0582 0.5863 1.1817 -0.1705 -0.65
N 1.0813 1.5378 3.4681 1.5058 -1.1204 -1.1730 -0.58
N -0.5781 -0.6565 0.4757 0.4498 -0.3756 0.7333 -0.74
C -0.6594 0.2113 -1.7967 -0.2709 0.8289 -0.2635 -0.99
C -0.4825 0.5547 -0.3219 -0.5960 0.1307 0.0357 0.63
C 2.0944 0.6976 3.3905 -1.1090 -1.3708 2.3009 -0.22
C 0.8324 1.2590 -0.0147 0.2817 -1.2694 0.4299 -1.33
H -0.8067 -0.4372 1.4390 -0.0210 0.0875 -0.0271 0.17
H 0.0476 -0.5264 -2.1821 0.3273 0.1249 0.3138 0.38
H -1.3293 -1.2372 0.1311 -0.2997 0.0183 -0.3442 0.25
H -2.0367 -3.4270 -3.5483 -0.6385 -1.2186 0.6148 0.28
H -1.3290 1.2260 -0.0891 0.1729 0.0157 -0.0921 0.20
H 2.4686 -0.0880 2.6973 -0.1771 1.3144 -1.6241 0.25
H 1.0847 1.9936 -0.7766 0.1315 0.1571 0.2084 0.39
H 1.5581 0.4374 0.0372 0.3540 0.1564 -0.6843 0.31
H 0.8943 1.6058 1.0189 -0.4412 0.6781 -0.2178 0.33
H -1.7306 -1.9887 -3.4446 0.0184 -0.0326 -0.5863 0.24
H 0.7568 0.4861 3.7307 -0.5404 0.4687 0.4142 0.28
H 2.5511 0.3104 4.3485 0.2921 0.7085 0.1764 0.25
H -0.4860 1.1815 -2.2934 0.0837 -0.3911 -0.2456 0.21

3.
11
Properties=species:S:1:pos:R:3:forces:R:3:mulliken_charge:R:1 method="wB97M-V/def2-TZVPD" energy_ha=-682.5627 homo_lumo_gap_ev=9.3428 relative_energy_ev=2.093 homo_energy_ha=-0.342
S -1.3987 0.0543 -0.0382 0.7428 0.8316 -1.7630 0.47
O 0.7914 -1.2666 -0.9842 -0.4142 -0.1550 0.2835 -0.49
O -1.3884 0.9875 1.1014 0.0003 -0.0949 -0.5557 -0.54
N -0.9029 0.9541 -1.6579 -3.9636 1.7059 2.8588 -0.62
C 1.1244 -0.3799 1.3025 -3.5675 -0.0824 -1.7902 -0.99
C 0.3480 -0.7264 -0.0183 1.2015 1.0508 0.5464 0.61
H -0.4541 0.2791 -2.1457 2.4086 -2.9093 -1.8103 0.28
H 0.3316 -0.4292 2.0440 0.4325 0.2808 0.5624 0.36
H 1.5092 0.6072 1.1976 0.2665 0.7770 0.0743 0.29
H -1.7993 1.0250 -2.2219 1.0115 0.1955 1.2005 0.28
H 1.8388 -1.1051 1.4206 1.8816 -1.6001 0.3933 0.36

4.
116
Properties=species:S:1:pos:R:3:forces:R:3:mulliken_charge:R:1 method="wB97M-V/def2-TZVPD" energy_ha=-4388.1577 homo_lumo_gap_ev=5.4371 relative_energy_ev=1.308 total_charge=-2 homo_energy_ha=-0.071
Rb 0.1814 0.1836 0.1563 0.8461 -0.3855 -0.2938 0.51
S 4.0067 4.9288 -1.7823 -0.2893 -0.3684 0.2456 -0.36
S 2.6956 4.1239 0.8298 -0.1381 0.1416 0.5263 -0.40
P -3.5315 0.6372 -0.4955 -0.3151 0.4735 0.0101 0.69
Si 3.3382 -1.9747 0.5790 0.0514 -0.1408 0.0282 0.04
Si 1.1691 -4.1028 1.2939 -0.1362 0.0522 0.0111 -0.02
Si 1.6241 -3.2453 -1.6467 -0.0271 -0.1605 0.5000 -0.39
Si -1.7846 3.7064 3.4377 -0.0156 0.5189 -0.1399 0.08
F -1.3868 -0.5000 2.0791 -0.2561 -0.0184 0.2506 0.23
O 1.3864 -1.7970 -2.4870 -0.0147 0.3497 -0.2823 0.18
N -2.5269 -0.5956 -2.7732 -0.1684 0.0468 0.0776 0.11
N 2.6009 2.7447 -1.4740 -0.2945 -0.4069 0.1572 -0.01
N -1.6610 2.0538 3.1372 -0.1550 -0.2560 -0.1095 0.34
N -4.5176 0.0952 -1.8444 0.4850 -0.3799 -0.0843 -0.10
C -3.8616 -0.6597 -2.8052 0.1535 0.1783 -0.0392 0.06
C 3.0880 -4.1191 -2.5210 -0.0598 0.2658 0.1061 -1.21
C 1.7188 -1.6520 -3.8459 0.0042 -0.1997 0.0347 -1.45
C -5.6815 1.4674 2.8531 -0.0548 0.0182 0.0461 -0.50
C -2.5319 4.3384 5.0936 0.1026 -0.3305 0.0105 -1.34
C 4.0800 2.9872 -5.3540 0.0757 0.0794 -0.0422 -0.51
C -3.4269 4.3062 -2.3913 -0.0472 0.0121 -0.0191 -0.68
C 3.0511 2.7535 -2.7655 0.1728 0.2521 -0.1470 -0.61
C -4.5480 -1.4033 -3.7744 -0.0153 -0.0960 -0.0572 -0.89
C 1.7890 -2.8523 0.1128 0.3104 -0.3094 -0.2333 1.48
C 1.8009 -5.8924 1.0060 0.0135 0.2002 -0.0816 -1.08
C -1.2789 3.9578 -1.3744 0.1393 0.0840 0.0717 -0.60
C -0.1018 4.5592 3.3124 -0.1462 -0.0901 0.0005 -0.75
C -2.9334 4.5151 2.1434 0.2055 -0.0268 0.0679 -0.59
C 3.8340 3.8675 -3.1452 0.0295 0.0974 0.0657 0.52
C 1.6347 -3.7557 3.1070 0.0386 0.1408 -0.2066 -1.03
C -4.6913 1.1467 1.9368 0.1431 0.0962 0.0046 -0.25
C -4.9447 1.1694 0.5680 0.0445 -0.2204 -0.0078 -0.05
C -2.4204 -2.0327 -4.6748 0.0669 -0.0378 -0.1263 -0.89
C -1.5634 0.9994 3.9497 -0.0204 0.2376 -0.1676 0.29
C 3.3214 1.8786 -4.9883 -0.0757 -0.0966 0.0163 -0.28
C -1.7183 2.7333 -0.8921 -0.2089 -0.0521 -0.0670 0.92
C 2.8043 1.7576 -3.7082 0.0065 0.0194 0.0348 0.04
C -7.2154 1.8392 1.0469 -0.0612 0.0098 -0.0415 -0.78
C -2.1368 4.7464 -2.1233 0.0456 -0.0124 0.0034 -0.62
C -1.6062 1.0357 5.3751 0.0460 -0.0590 0.0172 -0.58
C -0.7320 -4.2771 1.2613 0.1521 0.0196 -0.0648 -0.96
C -3.8563 3.0759 -1.9208 0.0327 0.0859 -0.0289 -0.23
C -1.3337 -1.3565 5.5993 0.0053 -0.0648 0.1011 -0.57
C 3.1476 -0.8643 2.1239 0.0124 -0.1023 -0.1937 -0.73
C 2.9928 3.7704 -0.7644 0.3791 0.2377 -0.8250 -0.01
C -1.8277 -1.2783 -3.6785 -0.1094 -0.0286 0.0452 -0.79
C -1.4881 -0.0945 6.1607 0.0005 -0.0556 0.0641 -0.82
C 0.1338 -4.3233 -2.1442 0.0867 0.1486 0.2383 -1.09
C -3.0064 2.2774 -1.1618 0.0528 -0.0684 0.0267 0.61
C 4.3404 3.9931 -4.4284 -0.0595 -0.1106 -0.0628 -0.47
C -1.3045 -1.4557 4.2114 -0.0331 -0.0531 -0.0608 -0.65
C 4.0208 -0.8474 -0.7901 -0.2698 -0.1420 -0.0014 -0.68
C -1.4193 -0.3245 3.4448 -0.0468 -0.0313 0.3702 0.23
C -3.8087 -2.0860 -4.7198 -0.0196 0.0563 0.1510 -0.37
C 4.8350 -3.1047 0.9918 -0.2543 0.0040 -0.0567 -1.20
C -6.2210 1.5254 0.1314 -0.0257 0.0601 -0.0172 -0.22
C -6.9531 1.7997 2.4099 0.0388 -0.0100 0.0124 -0.55
H -1.1261 -4.7622 2.1593 0.0509 -0.0237 0.0283 0.37
H 3.3708 -5.0071 -1.9501 -0.0441 -0.0135 0.0238 0.31
H 0.3764 4.3151 2.3616 -0.0078 0.0133 -0.0166 -0.13
H 5.1280 -3.6823 0.1096 -0.0040 0.0025 -0.0061 0.28
H 2.8048 -1.6259 -3.9912 -0.0235 0.0332 -0.0284 0.36
H -2.6798 5.4213 5.0580 0.0432 0.0251 -0.0942 0.35
H 3.5650 0.1305 1.9463 -0.0076 0.0122 0.0006 0.40
H 1.5234 -6.2386 0.0052 0.0214 -0.0153 0.0111 0.25
H 5.7007 -2.5229 1.3224 -0.0129 0.0403 -0.0050 0.35
H -3.5037 3.8793 5.3038 0.0122 -0.0185 -0.0244 0.30
H -3.8717 4.8523 2.5935 -0.0009 -0.0167 0.0161 0.37
H 1.4032 -6.6107 1.7298 -0.0491 0.0486 0.0377 0.33
H -1.1944 -2.4148 3.7181 0.0163 0.0306 -0.0396 0.35
H -5.6301 -1.4419 -3.7714 -0.0101 0.0347 -0.0022 0.43
H 0.2361 -5.3372 -1.7475 -0.0326 -0.0139 -0.0292 0.31
H 1.3132 -2.4678 -4.4624 0.0202 -0.0114 0.0225 0.29
H 3.6683 -1.2950 2.9826 -0.0209 -0.0004 0.0189 0.34
H -0.7488 -1.2326 -3.5777 -0.0935 0.0248 0.0091 1.06
H -5.4470 1.4509 3.9108 -0.0134 0.0042 -0.0207 0.48
H -1.0418 -4.8745 0.3992 -0.0241 0.0229 0.0160 0.39
H -4.3068 -2.6682 -5.4854 -0.0342 0.0015 0.0111 0.38
H -4.1001 4.9320 -2.9664 -0.0041 -0.0360 -0.0197 0.38
H -7.7410 2.0294 3.1175 0.0323 0.0334 0.0110 0.36
H -6.4537 1.5833 -0.9267 0.0342 -0.0125 0.0159 0.27
H -1.2044 -3.2955 1.1705 -0.0085 -0.0004 0.0292 0.09
H 0.5801 4.2260 4.0999 -0.0356 -0.0356 0.0302 0.31
H 4.4768 3.0641 -6.3599 -0.0125 0.0092 0.0097 0.34
H 1.2610 -2.7853 3.4424 0.0121 -0.0184 0.0044 0.20
H 5.0109 -0.4695 -0.5242 0.0016 0.0130 0.0707 0.45
H -0.1810 5.6490 3.3755 -0.0450 0.0096 0.0188 0.35
H -8.2003 2.1249 0.6942 0.0124 -0.0323 -0.0057 0.37
H -1.8152 -2.5645 -5.3960 0.0234 -0.0031 0.0349 0.42
H 2.8555 -4.4314 -3.5438 -0.0423 0.0097 -0.0024 0.30
H 3.9656 -3.4674 -2.5623 0.0215 -0.0531 0.0148 0.37
H 2.2238 0.8955 -3.4112 0.0191 0.0274 0.0355 0.12
H 1.2285 -4.5186 3.7767 -0.0391 -0.0546 -0.0599 0.33
H 3.3759 0.0166 -0.9752 0.0384 0.0249 -0.0140 -0.11
H 3.1320 1.0916 -5.7103 0.0112 0.0212 -0.0134 0.36
H 4.1119 -1.3924 -1.7337 0.0258 0.0536 -0.0097 0.13
H -0.7942 -3.8999 -1.7515 -0.0015 -0.0169 -0.0189 0.27
H -2.4481 5.3823 1.6842 -0.0284 0.0287 0.0437 0.35
H 0.0387 -4.3959 -3.2318 0.0638 0.0252 -0.0200 0.30
H -3.1794 3.8280 1.3363 -0.0236 -0.1292 -0.0712 -0.17
H 1.3008 -0.7161 -4.2241 0.0160 -0.0238 -0.0072 0.44
H -1.0502 2.1375 -0.2887 -0.2794 0.4557 -0.0179 -0.96
H -1.2291 -2.2380 6.2181 -0.0033 -0.0123 -0.0179 0.39
H -1.5085 0.0051 7.2416 -0.0135 0.0403 -0.0026 0.35
H 2.7214 -3.7471 3.2322 -0.0129 0.0046 0.0242 0.29
H -1.7220 2.0079 5.8388 0.0197 -0.1011 0.0098 0.19
H 2.8931 -5.9185 1.0688 0.0019 0.0077 -0.0034 0.28
H -0.2715 4.2900 -1.1503 0.0045 -0.0295 0.0019 0.46
H 4.9267 4.8610 -4.7059 0.0221 -0.0155 -0.0012 0.35
H -1.7995 5.7036 -2.5012 0.0010 0.0024 0.0178 0.39
H -5.4707 -0.1681 -1.6562 -0.0324 0.0006 0.0131 0.30
H -3.6886 0.9283 2.2820 0.0705 -0.0463 0.0863 0.30
H 4.5851 -3.8182 1.7830 0.0137 0.0053 -0.0056 0.30
H -4.8581 2.7331 -2.1481 0.0051 -0.0119 -0.0042 0.27
H 2.1030 -0.7456 2.4170 -0.0445 0.0273 0.0581 -0.09
H -1.8740 4.1191 5.9404 -0.0319 0.0796 -0.0014 0.38